Computed, not measured: a 9-piece molecular cluster, C5H29N2O8S overall in a non-equilibrium geometry, with ωB97M-V with the def2-TZVPD basis set.

Values from the calculation:
Energy relative to the best compared isomer or geometry (same formula, charge and spin) in kcal/mol: 133.1
M in g/mol: 277.36
Kohn-Sham gap in eV: 6.5
LUMO level in eV: 2.91
Net charge: -1

The geometry in XYZ format:
```
45
Properties=species:S:1:pos:R:3:forces:R:3
C 0.64340 -0.27921 -1.78175 1.16 -2.00 1.72
N 0.81495 0.50986 -0.55732 2.02 -1.06 -0.69
C 1.99760 0.07160 0.32960 -3.24 0.81 -0.80
C 1.98932 0.81792 1.60862 4.03 -2.17 1.89
S 1.65963 -0.24600 3.06555 0.88 -0.11 0.51
C -0.84431 -0.60695 -2.07184 1.16 -0.18 -1.04
N -1.59486 0.67425 -2.13231 1.35 -0.86 -0.32
C -0.76350 -1.36511 -3.44477 -1.83 0.63 -1.30
H 0.87300 0.38949 -2.59626 0.81 -0.22 -0.82
H 1.38576 -1.29606 -1.62489 -2.42 2.86 -1.23
H -0.12013 0.64762 -0.24436 -0.20 0.12 1.60
H 1.92527 -0.97947 0.46046 -0.08 -1.00 0.38
H 2.90541 0.24783 -0.16731 1.06 0.49 -1.32
H 1.36306 1.58588 1.70248 -2.90 3.09 -0.38
H 2.99606 1.33538 1.76767 -0.97 -0.76 -0.21
H -1.28939 -1.34775 -1.37596 0.20 0.75 -0.11
H -1.13279 1.55130 -1.96316 0.24 -0.17 -0.02
H -2.57393 0.71425 -2.01102 -0.75 -0.36 0.33
H -0.84141 -2.48396 -3.26848 0.59 1.32 -0.44
H 0.10183 -1.01674 -4.16484 -1.56 -0.88 1.65
H -1.75530 -1.04833 -3.95919 1.60 -0.76 0.43
H -1.89936 -2.13397 0.58681 -1.02 2.04 0.67
H -1.32866 -3.35235 1.35308 -0.05 0.55 -0.55
O -1.63110 -3.01806 0.48507 -0.57 -3.09 0.15
H -0.68138 0.23970 1.77635 2.97 0.95 -1.50
H -0.76553 -0.73272 3.01808 2.24 -0.82 0.94
O -1.17529 -0.17522 2.40831 -5.30 0.25 1.40
H -0.32669 -3.09581 -0.70311 -1.00 0.57 0.09
H 0.78722 -3.81807 -0.15809 0.31 1.76 -0.18
O 0.58180 -2.89419 -0.49232 2.00 -2.50 -0.18
H -1.73584 -0.22917 0.17967 -3.17 -0.32 1.55
H -2.95566 -0.16500 1.37400 1.43 -0.16 -0.90
O -2.68139 -0.51754 0.49721 0.83 0.60 -1.65
H -1.01819 3.81160 1.81879 -0.95 -0.07 -1.00
H -0.82684 2.46516 2.15889 -1.77 0.07 -1.89
O -1.39370 2.97126 1.45171 2.85 -0.09 2.96
H 1.53432 2.20841 -1.29374 -1.51 2.44 0.85
H 0.29647 2.65282 -0.50765 2.17 1.40 -1.54
O 1.05746 3.11192 -1.05375 -0.94 -3.44 0.11
H 0.77265 4.13595 0.72842 1.26 -0.20 -0.38
H 2.39319 3.95104 0.74512 -2.09 0.46 0.25
O 1.60272 4.39868 1.15587 0.97 0.24 0.70
H 1.02664 -2.43018 2.82767 -1.29 -1.47 0.24
H 0.36202 -2.29292 1.71357 -0.77 0.82 -2.28
O 0.26545 -2.96714 2.35910 2.25 0.48 2.34
```
Positions in Å, forces in eV/Å.



Computed, not measured: a 10-piece molecular cluster, C5H29NO10 overall in a non-equilibrium geometry, with ωB97M-V with the def2-TZVPD basis set.

Values from the calculation:
Energy relative to the best compared isomer or geometry (same formula, charge and spin) in kcal/mol: 66.6
M in g/mol: 263.28
Kohn-Sham gap in eV: 9.3
LUMO level in eV: -0.05
Structure (SMILES): C=NCCCCO.O.O.O.O.O.O.O.O.O

The geometry in XYZ format:
```
45
Properties=species:S:1:pos:R:3:forces:R:3
C -0.02308 -3.29253 2.26599 0.26 -0.43 0.23
O -0.73059 -2.23170 2.90371 0.17 0.56 0.02
C 0.10026 -3.14194 0.75482 -0.79 0.68 0.18
C 0.77785 -1.83667 0.30842 -0.28 -0.23 0.76
C 2.29945 -1.92476 0.22610 -0.55 -0.07 0.11
C 2.79835 -0.89053 2.29170 -1.69 0.55 -1.06
N 3.04297 -1.81000 1.46926 1.12 -0.42 0.80
H 0.95212 -3.46963 2.73013 0.08 0.36 0.01
H -0.59967 -4.17389 2.52220 -0.20 -0.26 -0.23
H -0.12308 -1.50917 3.11189 0.12 -0.30 0.02
H 0.56309 -4.03670 0.36428 0.31 -0.23 -0.25
H -0.92228 -3.11288 0.36825 -0.04 -0.15 -0.04
H 0.33663 -1.46934 -0.61034 0.18 -0.17 -0.42
H 0.44238 -1.09344 1.03572 0.28 0.26 -0.07
H 2.53813 -2.89331 -0.20317 0.20 -0.14 -0.10
H 2.68590 -1.18345 -0.45887 0.18 0.37 -0.22
H 3.30706 -0.68687 3.22172 0.56 -0.49 0.08
H 1.95782 -0.20667 2.08526 0.25 0.19 0.26
H -1.67676 2.23969 -4.20138 -0.17 -0.04 -0.09
H -0.72045 1.29114 -4.90819 -0.04 -0.16 0.01
O -1.66115 1.44540 -4.74936 0.20 0.22 0.06
H -0.24457 2.14080 -1.28343 0.37 0.31 -0.48
H 0.13164 3.10411 -2.49152 0.14 0.02 0.45
O 0.47069 2.75028 -1.65702 -0.57 -0.58 -0.15
H -2.84793 2.18839 0.34153 -0.06 -0.05 0.01
H -3.76474 2.30990 -0.86370 0.08 0.04 0.15
O -3.42227 2.81297 -0.11505 -0.08 0.05 -0.12
H -2.15908 0.04891 -3.66126 0.31 -0.39 0.09
H -1.51402 -1.20829 -2.93889 0.08 0.18 -0.47
O -2.24415 -0.57979 -2.91567 -0.31 0.02 0.29
H -0.92889 0.90097 2.14120 0.15 0.23 0.35
H -1.65059 -0.43682 2.27858 -0.18 -0.30 -0.09
O -1.74353 0.44179 1.89181 0.19 0.22 -0.35
H 0.82419 2.57975 2.03164 0.52 0.35 0.75
H 1.11599 2.26874 3.62072 -0.01 0.58 -0.23
O 0.86624 1.92199 2.76559 -0.63 -1.15 -0.43
H -1.51280 0.25942 -1.63986 -0.40 -0.10 0.81
H -1.32977 0.55386 0.01257 -0.40 -0.57 -0.16
O -1.15645 0.81905 -0.90392 0.56 0.71 -0.29
H 0.73295 0.58278 -2.41017 0.23 -0.16 0.04
H 1.58704 -0.55933 -3.04879 0.11 0.17 0.11
O 0.70699 -0.17697 -3.01183 -0.24 0.02 -0.23
H 0.46232 4.32827 0.61233 0.11 0.21 0.63
H 1.11746 3.25506 -0.08690 0.52 -0.02 0.43
O 1.15832 3.68140 0.80391 -0.66 0.11 -1.16
```
Positions in Å, forces in eV/Å.



Computed, not measured: a 10-piece molecular cluster, C5H29NO11 overall in a non-equilibrium geometry, with ωB97M-V with the def2-TZVPD basis set.

Values from the calculation:
Energy relative to the best compared isomer or geometry (same formula, charge and spin) in kcal/mol: 110.0
M in g/mol: 279.28
Kohn-Sham gap in eV: 10.0
LUMO level in eV: 0.22
Structure (SMILES): CCC(=O)NCCO.O.O.O.O.O.O.O.O.O

The geometry in XYZ format:
```
46
Properties=species:S:1:pos:R:3:forces:R:3
C -1.08645 2.82513 0.09206 -1.66 2.96 0.97
C -1.04130 3.45650 -1.31852 1.23 -0.52 0.71
C -1.08722 1.37416 0.16570 3.14 -2.04 2.37
N -0.21282 0.78830 1.11681 -0.52 0.49 -2.16
C 0.82890 1.31652 1.95384 1.21 0.79 2.31
C 0.47538 1.17229 3.46634 0.17 0.29 -0.12
O 1.01709 0.04369 4.09208 0.64 0.06 0.71
O -1.74454 0.58464 -0.48453 -0.77 0.51 -0.85
H -0.32927 3.41458 0.66272 -0.08 -1.38 -0.12
H -1.99233 3.15514 0.70006 0.44 -0.46 -1.04
H -1.36148 2.78584 -2.12103 -0.07 0.18 0.24
H -1.62519 4.37518 -1.28343 0.31 0.03 -0.40
H 0.06953 3.63766 -1.39821 -1.30 0.29 -0.80
H -0.09086 -0.18359 0.84465 -0.07 -0.08 0.56
H 1.12650 2.39828 1.97800 -1.09 -0.65 -1.38
H 1.86425 0.87935 1.80483 -1.47 -0.07 -0.07
H -0.60533 1.20647 3.69973 0.68 0.00 -0.70
H 0.91973 2.07316 3.92023 0.04 -0.57 0.39
H 0.89921 -0.76201 3.59160 -0.35 -0.20 -0.43
H -3.39073 -1.39814 -1.84671 0.00 0.23 0.08
H -2.02865 -0.96401 -1.24416 -0.72 0.42 0.61
O -2.46794 -1.65475 -1.77225 -0.07 -0.14 0.02
H -0.71687 -0.99026 -4.18825 -0.16 -0.07 -0.03
H -1.27769 -0.91260 -2.72992 0.48 0.41 -1.50
O -0.63373 -0.48719 -3.37267 -0.29 -0.15 0.62
H 2.00774 -0.42598 -2.86166 1.44 0.46 0.35
H 3.44393 0.22658 -3.11412 0.12 -0.31 -0.37
O 2.63363 0.28978 -2.61760 -0.74 0.45 0.29
H 1.09113 -2.30672 -1.29843 -0.86 0.51 0.33
H 0.63228 -1.26562 -2.65056 -0.65 -1.28 1.73
O 1.21866 -1.91725 -2.15363 1.42 0.49 -1.92
H 1.67234 -2.56197 1.27234 -0.58 0.39 0.27
H 0.58804 -3.55423 1.22483 0.02 1.39 0.28
O 0.71415 -2.58624 1.46392 0.56 -0.51 -0.03
H -2.54415 1.23097 2.48050 0.07 -0.11 -0.40
H -2.19816 1.64391 3.88700 -0.31 0.01 0.10
O -2.77706 1.05662 3.39078 -0.35 0.11 0.33
H 0.31145 -4.65827 -0.53020 1.15 0.38 0.46
H 1.87206 -4.62870 -0.43052 0.09 -0.07 -0.17
O 1.07912 -4.64358 0.10804 -0.84 -1.23 -0.80
H 2.85599 1.29831 -0.34482 0.22 0.49 -0.12
H 2.08276 2.57592 -0.14267 -0.12 0.19 -0.13
O 2.93903 2.18977 0.04588 0.11 -0.64 -0.21
H -1.55201 -3.87247 -1.30213 0.02 -0.81 -0.78
H -0.88061 -2.70230 -1.14076 0.87 0.50 -0.31
O -0.69847 -3.52286 -1.61517 -1.39 -0.79 1.09
```
Positions in Å, forces in eV/Å.



Computed, not measured: C5H2Br2O as an isolated structure in a non-equilibrium geometry, with ωB97M-V with the def2-TZVPD basis set.

Values from the calculation:
Energy relative to the best compared isomer or geometry (same formula, charge and spin) in kcal/mol: 10.3
M in g/mol: 237.88
Kohn-Sham gap in eV: 7.7
LUMO level in eV: -1.05

The geometry in XYZ format:
```
10
Properties=species:S:1:pos:R:3:forces:R:3
C 0.75884 0.59642 -1.03631 -0.37 -0.01 -1.71
C 0.32616 -0.20877 0.02597 0.95 -0.61 4.17
C 1.71342 1.53006 -1.03195 1.11 -0.98 1.53
C 0.18180 -0.77496 1.11484 1.62 3.19 -6.27
C -2.20325 -0.02788 -0.53788 0.70 0.70 -0.74
O 2.68168 2.15658 -0.83021 -1.72 -0.31 -0.86
Br -3.00836 -1.65390 -0.76971 -0.55 -0.79 0.19
Br -2.73269 0.90224 0.96383 -0.56 0.17 0.54
H 0.19694 0.24322 -1.90082 0.52 1.05 -0.58
H -0.22685 -1.27673 1.84209 -1.70 -2.42 3.72
```
Positions in Å, forces in eV/Å.



Computed, not measured: C5H2MgO6 as an isolated structure in a non-equilibrium geometry, with ωB97M-V with the def2-TZVPD basis set.

Values from the calculation:
Energy relative to the best compared isomer or geometry (same formula, charge and spin) in kcal/mol: 96.4
M in g/mol: 182.37
Kohn-Sham gap in eV: 11.9
LUMO level in eV: -10.45
Net charge: +2

The geometry in XYZ format:
```
14
Properties=species:S:1:pos:R:3:forces:R:3
O 0.00196 3.06072 -0.15367 0.00 -4.64 0.00
C 0.00126 1.91092 -0.15367 0.01 9.49 0.03
Mg -0.00004 -0.00008 -0.15387 0.00 0.00 3.81
O 0.00016 0.00012 -3.21467 0.00 0.00 4.67
C 0.00006 0.00012 -2.06487 0.00 0.00 -9.54
C -0.00144 -1.91118 -0.15407 -0.01 -9.48 0.03
O -0.00224 -3.06098 -0.15417 0.00 4.64 0.00
C -1.91104 0.00122 -0.15397 -9.45 0.01 -0.02
O -3.06084 0.00192 -0.15407 4.62 0.00 0.04
C 1.91096 -0.00148 -0.15377 9.43 -0.01 -0.01
O 3.06066 -0.00218 -0.15357 -4.61 0.00 0.04
O -0.00044 -0.00008 1.85723 0.00 -0.01 0.83
H 0.00066 0.82682 2.40253 0.00 -1.30 0.07
H 0.00036 -0.82588 2.40463 0.00 1.30 0.06
```
Positions in Å, forces in eV/Å.



Computed, not measured: a 10-piece molecular cluster, C5H30N2O10 overall in a non-equilibrium geometry, with ωB97M-V with the def2-TZVPD basis set.

Values from the calculation:
Energy relative to the best compared isomer or geometry (same formula, charge and spin) in kcal/mol: 81.1
M in g/mol: 278.30
Kohn-Sham gap in eV: 9.3
LUMO level in eV: 0.00
Structure (SMILES): CC[C@@H](C=O)NCN.O.O.O.O.O.O.O.O.O

The geometry in XYZ format:
```
47
Properties=species:S:1:pos:R:3:forces:R:3
O -1.34640 2.63809 -0.53617 -0.07 -0.13 -0.29
C -0.16763 2.77596 -0.76676 0.43 0.57 0.57
C 0.90916 2.10186 0.09761 -1.16 -0.50 0.93
C 0.62197 2.57179 1.54938 1.18 1.78 -0.44
C -0.58471 1.96555 2.21289 -1.59 -0.12 0.95
N 2.28735 2.19133 -0.30507 -0.43 0.49 -0.59
C 2.37689 1.83397 -1.74788 0.68 -0.26 1.15
N 2.00367 0.47190 -1.93022 0.12 -1.12 -1.10
H 0.14073 3.52153 -1.52340 0.13 -0.05 -0.02
H 0.63348 1.04661 0.14457 0.07 -0.21 -0.26
H 1.56612 2.50995 2.10118 -0.16 -0.98 0.15
H 0.59054 3.67474 1.54195 -0.62 -0.07 -0.17
H -0.43119 1.60635 3.22068 0.77 -0.66 0.08
H -1.12812 1.22169 1.63176 0.62 -0.46 -0.12
H -1.44851 2.58286 2.48652 0.40 1.02 -0.70
H 2.68756 3.09544 -0.07834 -0.03 0.09 -0.22
H 3.42411 1.89353 -2.03274 0.08 0.24 -0.07
H 1.82681 2.52388 -2.39032 -0.25 -0.17 -0.06
H 2.72963 -0.16639 -1.63572 0.14 0.19 0.04
H 1.16860 0.08778 -1.51428 -0.22 0.63 0.21
H 2.16100 -3.07949 -0.39114 0.36 0.11 0.58
H 3.51973 -3.11390 0.38284 -0.06 0.30 -0.09
O 2.83517 -3.66255 -0.00046 -0.03 -0.59 -0.29
H 1.48599 0.11325 2.94172 -0.19 0.12 0.32
H 2.24977 -1.19938 3.00370 0.09 -0.02 0.15
O 1.97828 -0.50433 2.40015 0.21 -0.22 -0.52
H -3.30152 -2.57024 0.23090 0.14 -0.68 0.53
H -2.46296 -2.00995 -0.78290 0.97 -0.13 -0.01
O -2.39558 -2.68825 -0.08850 -0.98 0.85 -0.06
H -4.42104 1.59631 -1.25217 0.04 0.21 -0.03
H -4.82887 0.56505 -0.20406 -0.10 0.05 0.13
O -4.59182 0.65983 -1.12957 0.00 -0.26 -0.07
H -0.56142 -0.75018 3.24683 -0.14 0.68 -0.09
H -0.10934 -1.45400 4.39163 0.51 -1.95 1.32
O -0.25340 -0.57040 4.14721 -0.58 1.16 -1.05
H -2.75014 -0.04130 -1.24133 -0.03 0.53 0.00
H -1.63641 0.80501 -0.57224 -0.32 0.03 -0.10
O -1.80279 -0.02165 -1.04586 0.29 -0.51 -0.10
H -0.09202 -1.16098 -3.02508 0.26 0.04 -0.05
H 0.24622 -2.69764 -2.83155 0.43 0.20 -0.11
O -0.45257 -2.04252 -2.90252 0.57 1.21 -0.22
H 0.90893 -1.57458 0.95691 -0.01 0.14 0.12
H 0.07424 -1.90853 -0.33816 -0.46 0.01 0.21
O 0.94643 -1.69976 0.00406 0.09 0.18 -0.66
H -1.40505 -3.18775 -2.71416 -0.68 -0.38 0.08
H -1.65121 -3.88817 -1.38137 -0.15 -0.22 -0.40
O -1.54968 -4.06231 -2.33054 -0.31 -1.14 0.41
```
Positions in Å, forces in eV/Å.